# 1
Below is 4 unconnected molecules or ions with the total composition C3H15NO3 in a non-equilibrium geometry, with properties calculated with ωB97M-V with the def2-TZVPD basis set.

Structure (SMILES): CCNC.O.O.O
Highest occupied orbital energy (hartree): -0.3501
Frontier orbital gap (eV): 9.8
E (eV): -10986.5458
ΔE to the lowest compared entry with this formula, charge and spin (kJ/mol): 102.75

The geometry in XYZ format:
```
22
C3H15NO3 ωB97M-V with the def2-TZVPD basis set
H -0.106 1.823 -1.655
H -0.919 -2.408 0.621
O 1.471 -1.415 -1.500
H 2.301 -1.203 -1.064
H 0.581 -0.533 1.197
H 2.058 4.083 2.175
O 3.010 4.204 2.321
C -0.443 -0.323 0.923
H -2.337 -1.371 1.050
H -1.188 -1.735 2.285
C -0.548 1.540 -0.702
H 0.159 1.968 0.001
H -0.760 -2.907 -3.205
H 3.393 3.373 2.005
H -0.883 0.512 1.482
H -0.464 -2.490 -1.748
H -1.542 -0.263 -0.744
H 0.824 -0.706 -1.258
N -0.629 0.105 -0.491
O -1.180 -2.691 -2.367
H -1.524 2.008 -0.544
C -1.275 -1.571 1.218
```

# 2
Below is 4 unconnected molecules or ions with the total composition C3H15NO3 in a non-equilibrium geometry, with properties calculated with ωB97M-V with the def2-TZVPD basis set.

Structure (SMILES): CCNC.O.O.O
Highest occupied orbital energy (hartree): -0.3359
Frontier orbital gap (eV): 9.8
E (eV): -10985.2310
ΔE to the lowest compared entry with this formula, charge and spin (kJ/mol): 229.61

The geometry in XYZ format:
```
22
C3H15NO3 ωB97M-V with the def2-TZVPD basis set
H 1.279 3.475 1.548
C -0.768 0.484 -0.291
H 0.704 -0.733 0.095
H 0.239 -0.656 2.971
H 0.836 -0.696 -4.003
H -1.580 -0.272 -0.508
H -0.674 -0.497 -2.920
C 1.101 0.229 -1.876
H 0.289 -0.637 1.571
O 0.653 -1.185 2.275
H -3.130 -2.444 1.397
H -2.353 -1.470 0.458
H -1.060 1.400 -0.804
H -0.940 0.907 0.703
O -2.973 -1.514 1.258
O 1.381 2.564 1.381
H 2.197 -0.061 -1.920
H 0.496 -1.831 -2.391
H 1.449 2.477 0.412
C 0.426 -0.722 -2.910
N 0.590 0.131 -0.471
H 1.084 1.261 -2.159
```

# 3
Below is 4 unconnected molecules or ions with the total composition C3H15NO3S in a non-equilibrium geometry, with properties calculated with ωB97M-V with the def2-TZVPD basis set.

Structure (SMILES): CNCCS.O.O.O
Highest occupied orbital energy (hartree): -0.3275
Frontier orbital gap (eV): 9.0
E (eV): -21821.0681
ΔE to the lowest compared entry with this formula, charge and spin (kJ/mol): 105.57

The geometry in XYZ format:
```
23
C3H15NO3S ωB97M-V with the def2-TZVPD basis set
C 1.166 1.042 2.262
H 2.498 -1.759 -1.792
S 2.094 -0.698 -2.508
O -1.523 1.729 -0.980
O -2.272 -1.014 -1.155
H -1.375 -3.010 1.346
H 0.450 0.760 3.033
H -1.398 1.034 -0.313
H 1.564 2.051 2.362
H -2.388 -2.074 0.969
C 0.968 0.136 -1.379
H -0.033 0.164 0.937
O -1.731 -2.171 1.681
H -2.924 -0.804 -1.834
H 1.811 1.821 -0.469
H 1.967 0.343 2.564
H -2.467 1.510 -1.057
H 0.153 -0.543 -1.147
N 0.553 1.001 0.937
H 0.497 0.924 -1.911
H -1.621 -1.551 -1.626
H 2.454 0.294 0.208
C 1.558 0.815 -0.128
```

# 4
Below is 4 unconnected molecules or ions with the total composition C3H15NO4 in a non-equilibrium geometry, with properties calculated with ωB97M-V with the def2-TZVPD basis set.

Structure (SMILES): C[C@H](O)CN.O.O.O
Highest occupied orbital energy (hartree): -0.3427
Frontier orbital gap (eV): 9.9
E (eV): -13032.9085
ΔE to the lowest compared entry with this formula, charge and spin (kJ/mol): 205.43

The geometry in XYZ format:
```
23
C3H15NO4 ωB97M-V with the def2-TZVPD basis set
O 2.396 -3.699 2.728
H -2.109 0.750 0.182
C 0.279 1.884 1.418
N -1.337 -1.254 0.089
H -0.994 1.830 -2.644
H 3.318 -4.101 2.747
H 0.593 0.346 -1.530
H 0.270 -0.524 -3.458
O -1.137 2.539 -3.272
H 1.893 -4.338 2.190
O 0.355 -0.924 -2.563
C -1.177 0.091 0.571
H -0.587 -1.851 0.420
H -1.441 0.229 1.674
H -0.521 2.250 2.011
H -2.257 -1.544 0.398
H 0.769 2.731 0.893
H 0.962 -0.156 1.123
O 0.683 1.002 -0.701
H -0.483 -0.877 -2.147
C 0.237 0.643 0.555
H -0.696 3.345 -2.885
H 0.982 1.629 2.201
```

# 5
Below is 4 unconnected molecules or ions with the total composition C3H15NO4 in a non-equilibrium geometry, with properties calculated with ωB97M-V with the def2-TZVPD basis set.

Structure (SMILES): CCNCO.O.O.O
Highest occupied orbital energy (hartree): -0.3428
Frontier orbital gap (eV): 9.8
E (eV): -13032.2755
ΔE to the lowest compared entry with this formula, charge and spin (kJ/mol): 266.50

The geometry in XYZ format:
```
23
C3H15NO4 ωB97M-V with the def2-TZVPD basis set
H -3.526 2.575 -2.386
H 0.240 2.216 2.034
H 1.251 -0.749 -1.957
H 0.053 -2.017 1.880
H 0.639 -0.668 2.012
O -1.788 -0.249 -1.529
C -1.079 -0.826 -0.432
O 0.474 -1.507 2.566
H 3.301 -1.582 -0.265
H -1.829 0.633 -1.307
H 2.081 -2.085 0.778
C 2.192 -1.848 -0.280
H -1.024 -1.948 -0.953
H -4.050 3.481 -1.237
H 0.118 0.722 0.146
C 1.344 -0.648 -0.812
H 2.011 0.238 -0.999
N 0.129 -0.263 -0.114
H 1.516 2.787 2.695
H 1.915 -2.716 -0.788
O -3.337 2.931 -1.547
O 1.096 2.385 1.952
H -1.726 -0.862 0.542
```

# 6
Below is 2 unconnected molecules or ions with the total composition C3H15NO8P3 in a non-equilibrium geometry, with properties calculated with ωB97M-V with the def2-TZVPD basis set.

Total charge: +1
Highest occupied orbital energy (hartree): -0.4649
Frontier orbital gap (eV): 7.8
E (eV): -49084.7966

The geometry in XYZ format:
```
30
C3H15NO8P3 ωB97M-V with the def2-TZVPD basis set
H 3.587 1.768 0.331
H 1.141 -0.204 1.156
H -3.111 2.317 0.098
H -1.751 1.365 0.738
C -2.804 1.338 0.459
H 4.903 2.038 1.328
P 4.351 -0.301 1.363
H -3.945 -0.868 -4.336
O -3.061 0.355 -0.564
H -3.661 0.765 -3.703
H -4.867 -0.297 -2.931
O -1.649 1.438 -2.337
H -1.376 -2.637 -1.133
O -0.669 -0.768 -1.788
H 0.384 -2.423 -1.190
H -3.395 1.066 1.328
O 2.842 -1.216 3.886
C -3.901 -0.262 -3.435
C -0.559 -1.938 -0.956
P -1.976 0.151 -1.715
O 1.344 -0.194 2.105
P 2.576 -1.200 2.340
H -0.555 -1.629 0.093
O 2.321 -2.504 1.750
O 3.189 1.996 2.283
H 4.262 -0.785 0.042
H 2.932 -0.318 4.244
H 2.328 2.229 1.900
O -2.891 -0.827 -2.588
N 4.012 1.545 1.235
```

# 7
Below is 2 unconnected molecules or ions with the total composition C3H15NSi3 in a non-equilibrium geometry, with properties calculated with ωB97M-V with the def2-TZVPD basis set.

Multiplicity: 3
Highest occupied orbital energy (spin up / spin down) (hartree): -0.2641 / -0.3464
Frontier orbital gap (spin up / spin down) (eV): 8.0 / 8.6
E (eV): -28471.8135
Expectation value of S²: 2.00

The geometry in XYZ format:
```
22
C3H15NSi3 ωB97M-V with the def2-TZVPD basis set
H -2.575 1.827 -2.454
Si -1.732 2.167 -1.216
H -1.891 -2.203 -1.895
H -0.481 -0.735 2.089
H -0.166 -1.672 -0.209
Si -0.913 1.164 0.746
Si 5.147 0.384 0.366
H -2.093 -0.770 1.985
N 0.847 1.135 0.868
H 5.367 -1.011 0.818
H 4.400 0.934 1.513
C -2.282 -1.727 -0.864
C -1.230 -1.730 0.249
H -2.780 -0.837 -1.197
H -2.309 3.525 -0.667
H 6.053 0.795 -0.573
H -0.470 2.372 -2.049
H 1.572 1.864 0.637
H 1.248 0.341 0.401
H -2.977 -2.432 -0.522
C -1.270 -0.628 1.335
H -1.465 -2.763 0.640
```

# 8
Below is 5 unconnected molecules or ions with the total composition C3H15O4S in a non-equilibrium geometry, with properties calculated with ωB97M-V with the def2-TZVPD basis set.

Total charge: -1
Highest occupied orbital energy (hartree): -0.1413
Frontier orbital gap (eV): 7.4
E (eV): -22380.3917
ΔE to the lowest compared entry with this formula, charge and spin (kJ/mol): 166.29

The geometry in XYZ format:
```
23
C3H15O4S ωB97M-V with the def2-TZVPD basis set
H 0.462 4.394 1.341
H -0.584 -1.605 0.098
H 0.040 -0.243 -2.217
H -1.174 -1.617 3.070
C -1.006 -1.219 2.073
O 2.655 0.115 -3.701
H 1.892 -0.060 -3.169
O -0.086 3.884 0.742
H -1.626 -0.229 2.115
O 0.320 -1.139 -1.970
H -1.033 -3.183 1.097
C -1.237 -2.155 0.888
H -2.290 -2.032 0.547
H -1.117 1.263 -0.992
C 0.470 -0.731 2.059
H 0.802 -0.343 3.067
H 0.344 2.982 0.723
H 3.480 0.068 -3.227
H 0.321 -0.867 -0.953
H 1.122 -1.738 1.788
H -0.865 2.268 -2.258
S 0.659 0.499 0.667
O -1.549 1.685 -1.789
```

# 9
Below is a molecular structure, C3H16BeF6NO11S2 in a non-equilibrium geometry, with properties calculated with ωB97M-V with the def2-TZVPD basis set.

Multiplicity: 2
Highest occupied orbital energy (spin up / spin down) (hartree): -0.1919 / -0.3479
Frontier orbital gap (spin up / spin down) (eV): 4.9 / 8.6
E (eV): -65754.8050
Expectation value of S²: 0.75

The geometry in XYZ format:
```
40
C3H16BeF6NO11S2 ωB97M-V with the def2-TZVPD basis set
N 0.550 1.518 0.353
H 1.597 -2.489 1.688
F -0.558 4.740 -1.550
O -2.347 -1.311 -1.567
F 0.285 3.056 -2.426
F 0.199 2.183 3.295
H -2.750 -2.771 2.003
C -2.146 -3.371 1.323
H 0.434 -0.458 -3.448
H -2.388 -2.165 -1.998
O -0.582 3.639 1.255
O -1.134 -2.648 0.752
O 2.348 -0.274 -1.439
O 2.354 3.411 1.352
O 0.471 -2.630 -1.839
O 3.067 1.117 0.934
H -0.679 0.568 -3.444
O 1.521 -1.704 1.146
H -0.283 -3.051 -2.252
Be -0.091 -0.760 -0.489
H -0.308 -3.011 1.082
S 1.961 1.999 1.258
C 1.388 1.617 3.089
H -2.744 -3.980 0.645
H -2.790 0.625 1.374
O -2.181 -0.056 1.089
O -0.117 0.059 -2.860
H -2.703 -0.858 1.083
H 2.380 0.079 -2.328
H 1.085 -2.480 -2.558
H 2.980 0.252 -0.948
H -1.610 -3.985 2.046
S -0.396 2.681 0.108
H -3.075 -0.817 -1.944
H 2.419 -1.509 0.879
F 1.456 4.183 -1.051
O -1.668 2.241 -0.502
F 2.295 2.251 3.867
F 1.489 0.336 3.323
C 0.272 3.775 -1.301
```